*one*
19
Properties=species:S:1:pos:R:3 method="wB97M-V/def2-TZVPD" total_charge=-1 orbital_gap_ev=8.8020
C 2.2188 -0.3366 -2.1131
C 0.6068 -0.1745 -2.3516
O -0.1598 -0.8747 -1.5107
O 0.2263 0.6247 -3.1845
H 2.7988 -0.3350 -2.9644
H 2.4283 -1.3500 -1.9279
H 2.5057 0.1874 -1.2435
C -0.7884 0.9155 1.8585
C -1.7017 1.1682 0.6145
C -0.2923 -0.4632 2.0016
O 0.1369 -0.9903 3.0803
N -0.2711 -1.3147 0.9936
H 0.0175 1.6125 2.0274
H -1.3157 1.1392 2.8860
H -2.6603 0.6228 0.6175
H -1.2318 0.6833 -0.3752
H -0.2816 -2.4141 1.1349
H -0.3602 -0.9784 -0.0030
H -1.8761 2.2781 0.4596


*two*
19
Properties=species:S:1:pos:R:3 method="wB97M-V/def2-TZVPD" total_charge=-1 orbital_gap_ev=7.5506
O -1.3863 0.6487 -0.7817
C -1.0682 1.5567 -0.0139
O -1.3329 2.7911 -0.1000
C -0.3439 1.1380 1.3824
C 0.2706 -0.2560 1.1844
C 1.7321 -0.4366 0.8030
C 1.3806 -0.3681 -1.5373
N 2.1315 -0.1080 -0.5690
H -1.0425 1.2483 2.2134
H 0.4606 1.8743 1.5430
H 0.1684 -0.6554 2.2333
H -0.4569 -0.8356 0.6147
H 2.3338 0.2585 1.3872
H 2.2251 -1.4019 0.9825
H 1.4398 0.0558 -2.5254
H 0.4519 -0.9544 -1.5783
H -1.8601 -3.3406 -0.1788
H -0.4503 -2.8116 -0.2241
O -0.9815 -3.5565 -0.5262


Most stable structure - *one*; separation to the second - 70.0 kJ/mol.


*one*
19
Properties=species:S:1:pos:R:3 method="wB97M-V/def2-TZVPD" total_charge=-1 orbital_gap_ev=8.5296
C 1.5352 0.7777 1.8129
C 1.9585 1.4099 0.4595
O 3.0912 1.9103 0.5097
N 1.3632 1.2444 -0.7358
H 2.4561 0.7158 2.3348
H 0.9960 -0.1385 1.6230
H 1.7438 1.7382 -1.5223
H 0.4103 0.9195 -0.7640
H 0.8212 1.4536 2.2650
C -1.6745 -0.8365 -1.1013
C -1.0203 -2.1077 -0.5484
C -1.8433 0.3524 -0.1007
O -0.9542 0.3640 0.8029
O -2.6498 1.2521 -0.3816
H -0.9897 -0.4221 -1.8479
H -2.6970 -1.1104 -1.4194
H 0.0004 -2.3056 -0.8231
H -1.4546 -2.9625 -1.0967
H -1.0926 -2.2546 0.5334


*two*
19
Properties=species:S:1:pos:R:3 method="wB97M-V/def2-TZVPD" total_charge=-1 orbital_gap_ev=4.4291
C 3.3394 -0.4081 -1.0155
C -0.7917 1.2400 -1.0031
C -2.0080 -0.2319 0.5304
C 0.2073 0.5434 1.3264
C -0.5243 0.0296 0.0149
N -0.0299 -1.0336 -0.7253
O 3.8462 0.4760 -0.4537
O 3.1926 -1.4558 -1.4687
O 0.3491 -2.1413 0.1462
H 0.2110 1.4205 -1.5695
H -1.6216 0.7972 -1.6851
H -1.1208 2.2023 -0.6312
H -2.2985 0.8402 0.8211
H -2.1334 -0.9283 1.3814
H -2.6934 -0.6365 -0.1972
H 0.6059 -0.3169 1.9995
H 1.1206 1.1986 1.1091
H -0.6153 1.1122 1.8664
H 0.9649 -2.7075 -0.4460


Most stable structure - *one*; separation to the second - 447.9 kJ/mol.


*one*
15
Properties=species:S:1:pos:R:3 method="wB97M-V/def2-TZVPD" total_charge=+1 orbital_gap_ev=9.9994
C -0.8016 1.0145 -0.1933
C -0.9708 -0.3441 0.2189
N 0.1474 1.4730 -0.8852
N 0.0544 -0.9988 0.5106
N -2.4158 -0.8963 0.1585
N 2.2592 0.0360 -0.0833
H -1.5688 1.6690 0.2296
H 0.2294 2.4413 -1.1673
H -0.1000 -1.9242 0.7312
H 1.6249 -0.6460 0.5226
H -3.2779 -0.4534 0.1666
H -2.3760 -1.8463 0.4441
H 1.5809 0.5475 -0.7305
H 2.8822 -0.5708 -0.5991
H 2.7325 0.4986 0.6765


*two*
15
Properties=species:S:1:pos:R:3 method="wB97M-V/def2-TZVPD" total_charge=+1 orbital_gap_ev=10.7182 smiles="[H]/N=C(/N)N[NH2+]C"
C -1.1981 0.8024 0.2237
C 1.5313 -1.0636 0.7181
N -1.4932 0.4777 1.3747
N -1.9609 0.9915 -0.8666
N 0.5188 0.7538 -0.3913
N 0.8852 -0.6340 -0.5848
H 0.8615 -1.1638 1.4878
H 2.0153 -2.0106 0.6418
H 2.2876 -0.3156 0.8000
H -1.1291 0.1952 2.2637
H -2.8898 1.2161 -0.7273
H -1.5600 1.5254 -1.6143
H 0.4008 1.2186 -1.2404
H 0.1125 -1.2488 -0.8249
H 1.6180 -0.7442 -1.2600


*three*
15
Properties=species:S:1:pos:R:3 method="wB97M-V/def2-TZVPD" total_charge=+1 orbital_gap_ev=10.3643 smiles="NC(=[NH2+])C(N)N"
C 0.5494 -0.1256 -0.2700
C -0.8842 0.1930 0.0638
N 0.9453 -1.4597 0.0078
N -1.6896 -0.8268 0.2907
N -1.2950 1.3890 -0.1963
N 1.5721 1.0224 0.3547
H 0.4365 -0.0106 -1.4363
H 1.4928 -1.9157 -0.6849
H 1.2692 -1.6763 0.9405
H -2.6335 -0.7575 0.5565
H -1.2414 -1.6714 0.1598
H -0.6677 2.1666 -0.1235
H -2.2009 1.5723 0.2368
H 2.4123 0.4982 0.4855
H 1.9348 1.6022 -0.3852


Most stable structure - *three*; separation to the second - 106.4 kJ/mol.


*one*
15
Properties=species:S:1:pos:R:3 method="wB97M-V/def2-TZVPD" total_charge=+1 orbital_gap_ev="9.1768 / 9.1774" smiles="[H]/N=[NH+]/[C@H](N)CN"
C -1.1998 0.0093 0.1049
C 0.2137 0.3168 0.9514
N -0.7862 -0.3599 -1.1807
N 1.0573 0.8919 -0.1488
N 0.7305 -0.8564 1.4061
N 1.1029 0.2065 -1.1615
H -1.7670 -0.7490 0.5246
H -1.7474 1.0019 0.1294
H 0.0293 0.9200 1.8629
H -1.0016 0.1588 -2.0459
H 0.9629 1.9530 -0.2053
H 0.8755 -1.5742 0.8024
H 0.9449 -1.1450 2.4113
H -0.7026 -1.3637 -1.3617
H 1.2876 0.5899 -2.0891


*two*
15
Properties=species:S:1:pos:R:3 method="wB97M-V/def2-TZVPD" total_charge=+1 orbital_gap_ev="8.3530 / 8.3547"
C -0.6935 -1.7059 -0.5493
C -0.5045 -0.8352 0.4611
N 0.7377 -0.9396 0.6947
N -1.3972 -0.5323 1.3706
N 0.3890 2.1336 -0.7307
N 1.6059 -0.2915 0.1077
H -1.3573 -2.5736 -0.7248
H -0.0745 -1.8509 -1.4167
H -2.3443 -0.8465 1.3548
H -1.1745 0.0318 2.2360
H -0.0141 2.0799 -1.6832
H -0.2665 2.5051 -0.0727
H 1.1244 2.9043 -0.8932
H 2.5345 -0.6390 0.2888
H 1.4347 0.5598 -0.4430


*three*
15
Properties=species:S:1:pos:R:3 method="wB97M-V/def2-TZVPD" total_charge=+1 orbital_gap_ev=11.3933
C 1.1710 0.5553 -2.0309
C -1.6244 -0.7490 1.0442
N 0.6170 -0.5199 -1.7984
N 1.5256 1.7064 -1.9416
N 0.4946 0.7061 1.0592
N -0.0575 -0.5602 0.9230
H -2.2758 -0.3287 0.1612
H -1.6965 -1.7906 1.0660
H -1.9895 -0.4622 1.9844
H 0.1860 -1.1820 -2.3940
H 2.3701 2.2555 -1.7675
H 0.1942 1.1470 1.8394
H 0.5606 1.2930 0.1603
H 0.1823 -0.9322 -0.0884
H 0.3424 -1.1386 1.7832


Most stable structure - *three*; separation to the second - 72.9 kJ/mol.


*one*
12
Properties=species:S:1:pos:R:3 method="wB97M-V/def2-TZVPD" orbital_gap_ev=11.7469 smiles="O=CNC(=O)O.O"
O -1.2654 -0.3971 -1.2504
C -1.2557 -0.4740 -0.0328
N -0.7319 0.4978 0.8078
C 0.3130 1.5384 0.4474
O 0.7594 1.3120 -0.8508
O 0.4455 2.4027 1.2863
H -1.7352 -1.3727 0.4750
H -1.2593 0.6911 1.6544
H 0.0096 0.7351 -1.1875
H 1.3970 -0.9089 -0.7530
H 2.0082 -2.2060 -0.0663
O 1.3148 -1.8182 -0.5301


*two*
12
Properties=species:S:1:pos:R:3 method="wB97M-V/def2-TZVPD" orbital_gap_ev="8.4790 / 8.4785"
C 0.9595 0.4113 0.5942
C -0.8797 -0.5682 -0.4324
N -1.7198 0.4721 -0.0970
O -1.4678 1.6666 -0.6010
O -2.6502 0.3440 0.6981
O 0.8112 1.6553 0.3230
O -1.2007 -1.7365 0.1492
H 0.8335 0.1137 1.6157
H 1.6567 -0.1142 -0.0876
H -0.6092 -0.4626 -1.5212
H -0.5394 1.8423 0.0235
H -1.8654 -1.7284 0.8889


Most stable structure - *one*; separation to the second - 536.6 kJ/mol.


*one*
12
Properties=species:S:1:pos:R:3 method="wB97M-V/def2-TZVPD" orbital_gap_ev=11.0078 smiles="O=CNC(=O)O.O"
O 0.9891 0.9465 1.9386
C 0.5376 -0.1854 1.8307
N 0.6214 -0.7235 0.3810
C -0.1857 -1.8693 0.0002
O -1.2509 -1.9582 0.9672
O 0.0288 -2.6481 -0.8740
H -0.2429 -0.5783 2.5881
H 1.3470 -0.0261 0.1570
H -1.6524 -2.8983 0.9553
H -0.5293 3.8407 -2.6066
H 0.6187 3.2057 -2.7513
O -0.2814 2.8943 -2.5860


*two*
12
Properties=species:S:1:pos:R:3 method="wB97M-V/def2-TZVPD" orbital_gap_ev=11.1281 smiles="O=CNC(=O)O.O"
O -0.0952 0.3550 -1.7753
C -0.1717 1.2464 -0.9353
N 0.6135 1.1527 0.2589
C 0.9767 -0.0712 0.8898
O 0.6431 -1.1563 0.1128
O 1.5138 -0.2430 1.9445
H -0.8183 2.0824 -1.3229
H 0.6357 2.0009 0.7279
H 0.6752 -0.8572 -0.8534
H -1.3195 -0.8406 0.6505
H -0.9428 -2.0794 -0.0347
O -1.7106 -1.5898 0.3373


Most stable structure - *two*; separation to the second - 78.7 kJ/mol.